## i
Molecular formula: C42H107N5O14
Method: DFT, ωB97M-V with the def2-TZVPD basis set

Cartesian coordinates (Å):
O -4.9640 7.5645 13.5796
O 2.2149 0.9208 10.9999
O -6.2718 4.8936 1.9843
O -5.4460 -0.3359 2.9796
O 0.8236 5.8869 2.9319
O -8.2143 3.8228 13.0661
O 3.1971 -8.0092 -2.8977
O 0.1618 6.1673 -1.9925
O 1.8069 -4.2956 -1.5733
O -8.4348 -5.0518 -2.8447
O -11.9422 0.8364 -0.9013
O -7.1382 -8.9653 0.4389
O -0.1203 -8.0011 5.5974
O -1.1190 -2.3714 11.4602
N -5.7467 5.2731 11.8761
N 1.8460 5.1573 0.2683
N -8.2400 -6.7446 -0.6061
N -0.1094 0.0757 12.7388
N 2.9867 -5.5071 -3.8478
C -8.5791 -7.1575 0.7588
C 3.6035 -4.3116 -3.2274
C -11.5381 1.4944 0.3604
C -1.7463 -7.4157 3.9745
C -7.9332 -5.2969 -0.4880
C 2.0136 1.1286 12.4255
C -5.0250 -0.8084 4.2416
C 0.5797 -3.7610 -1.1905
C -0.2513 -7.2120 4.4256
C -4.1993 5.0492 0.7899
C -4.3978 8.4224 14.5861
C 3.5114 0.6662 10.5645
C 2.5388 -3.4634 -2.4895
C 1.6358 4.2229 1.4158
C -6.2687 -0.8258 5.2028
C -8.0786 -4.3743 -4.0814
C -11.7893 0.7661 1.6449
C 1.7653 4.8427 2.8199
C 3.8646 -6.4015 -4.5196
C -5.4883 5.7884 1.2252
C 0.0844 5.9339 4.1669
C -4.3960 5.4761 12.4431
C -0.9853 -0.8430 13.4510
C -3.9839 6.9373 12.7643
C 1.2812 -0.0444 13.0678
C 4.3882 -7.4228 -3.4973
C 1.6151 4.5393 -1.0358
C 1.4392 5.6640 -2.1761
C -6.0963 3.8292 11.8717
C -7.6359 3.4806 11.8080
C -12.1441 2.9019 0.3651
C -0.9424 -2.3108 12.8959
C -7.5337 -4.6678 -1.8042
C -6.8659 -10.3593 0.4358
C 3.5830 -8.9758 -1.9048
C -6.1746 6.2509 -0.0206
C 0.7740 -7.7403 3.4361
C -3.9323 0.0724 4.9115
C -8.4164 -8.6710 0.8900
C -1.4296 -3.6494 11.0153
C -9.5072 3.3340 13.3133
C -0.4894 6.6715 -3.1527
H 4.2700 1.3938 10.8531
H 3.2590 -6.9111 -5.2691
H -7.5252 -3.5804 -1.7304
H -0.7277 -0.8013 14.5093
H 2.4737 3.8901 -1.2074
H 3.5463 0.5428 9.4820
H 1.3709 0.0885 14.1459
H -7.1333 -10.7387 1.4220
H 2.7708 5.2365 2.9683
H -11.3641 -0.2366 1.6017
H -12.0397 1.4922 -1.5955
H -10.1991 3.7285 12.5692
H 2.3902 3.4568 1.2370
H -11.9474 3.4484 1.2875
H -3.6118 5.0089 11.8474
H -2.4589 -7.0147 4.6952
H -7.7876 2.4515 11.4824
H 4.3793 -4.6772 -2.5546
H 0.6015 -7.2091 2.5000
H -3.7191 -0.2340 5.9356
H 0.6615 3.7341 1.4144
H -4.4260 4.0530 0.4101
H 0.0029 -2.7703 13.1848
H -9.5522 2.2467 13.3749
H -6.6246 0.1778 5.4354
H -7.9677 -6.7058 1.5399
H -7.2107 -5.1236 0.3095
H 0.6284 -7.6480 6.0835
H -6.4905 -4.9228 -1.9904
H 2.5211 -5.9671 -3.0785
H -5.7020 3.3176 12.7497
H 1.6769 4.0739 3.5875
H 2.9779 1.2262 12.9243
H -0.0991 -6.1607 4.6699
H -7.3705 -7.2581 -0.5831
H 1.7929 -7.5903 3.7930
H 0.6089 -2.6745 -1.1090
H -1.7643 -6.8557 3.0395
H -6.5227 5.4809 -0.7091
H -3.6084 4.8455 1.6829
H 1.5070 2.0935 12.4481
H 2.1724 6.4449 -2.3778
H 0.0353 7.5998 -3.3787
H -2.0708 -4.2509 11.6596
H -5.2456 8.8594 15.1138
H -0.4183 6.9009 4.1749
H -3.7051 5.6710 0.0434
H -5.1812 6.6506 1.8172
H -9.2785 -9.1498 0.4256
H -2.9646 6.9070 13.1492
H -1.5333 6.9381 -2.9870
H -7.0693 6.7878 0.2946
H 2.7805 -9.2926 -1.2386
H -0.3399 5.9480 -3.9541
H -3.8034 9.2125 14.1274
H -5.5488 3.2816 11.1045
H -13.2278 2.9851 0.2827
H -12.8488 0.7132 1.8957
H -6.0275 -1.3552 6.1246
H 1.6700 -1.0261 12.7973
H -0.2671 -0.0484 11.7489
H 1.3724 6.0450 0.3563
H -7.0826 -1.3918 4.7497
H 4.6239 -5.8093 -5.0304
H -8.7836 -4.7797 -0.0438
H 1.9023 -2.9631 -3.2194
H -0.6840 5.1678 4.2704
H -8.2425 -3.2981 -4.0251
H -11.3187 1.1919 2.5311
H 1.5914 5.1276 -3.1127
H -8.5167 -8.9919 1.9269
H -6.4535 5.6336 12.5012
H -8.7401 -4.6645 -4.8977
H -10.4994 1.7855 0.2041
H -5.6206 0.6030 3.0775
H -4.2462 1.1152 4.9588
H -0.1899 -3.9727 -1.9328
H 4.3410 -8.5640 -1.2385
H -3.7736 7.8676 15.2866
H -2.0055 -3.5474 10.0955
H -11.7424 3.5768 -0.3907
H 0.6805 5.8243 5.0729
H -4.2832 4.9338 13.3819
H -1.7531 -2.8212 13.4159
H -5.8103 -10.5641 0.2575
H 4.0665 -9.8504 -2.3400
H -7.0504 -4.5529 -4.3960
H 4.0767 -3.7612 -4.0406
H 0.5872 -8.7997 3.2606
H 3.0607 -2.6983 -1.9147
H -4.6952 -1.8402 4.1206
H -9.8691 3.7746 14.2423
H 5.0140 -6.9139 -2.7642
H -5.5553 6.9697 -0.5572
H -0.5074 -4.1619 10.7412
H -9.5804 -6.8438 1.0536
H -2.0084 -8.4618 3.8158
H -2.0367 -0.5812 13.3325
H 4.8957 -8.2361 -4.0159
H 0.6834 3.9737 -1.0174
H 3.7853 -0.3217 10.9348
H -7.4365 -11.0576 -0.1766
H -8.1594 3.9959 11.0027
H -2.9649 -0.0400 4.4220
H -3.7658 7.4434 11.8238
H -6.2042 5.2689 2.8653
H 0.1142 -4.1858 -0.3011

## Properties
* HOMO: -8.32 eV
* LUMO level: 0.3023 eV
* spin multiplicity: 1
* Kohn-Sham gap: 8.62 eV

***

## ii
Molecular formula: C42H107N5O14
Method: DFT, ωB97M-V with the def2-TZVPD basis set

Cartesian coordinates (Å):
O 8.7695 4.8985 2.7548
O -4.2780 -1.9275 9.0094
O -10.2945 -4.7443 2.9571
O -11.7483 -1.4291 -3.4017
O 7.0448 2.9083 -4.8845
O -4.5356 2.2494 -7.5624
O -0.9088 2.8877 0.5585
O 12.9965 0.6477 -4.4966
O -14.6870 -8.6799 2.4443
O 2.6183 9.7618 1.5415
O 0.5727 -5.9217 0.7686
O 13.2677 6.6534 7.1076
O 3.1298 -3.0454 1.0153
O -5.2003 -1.8558 -5.9103
N 10.1978 1.1563 -4.3342
N -12.0871 -7.0396 1.7840
N 2.3515 -4.4710 -1.2951
N 12.0266 6.1532 4.2197
N -2.8520 -0.0921 -7.2685
C -10.7960 0.6343 -3.1958
C 8.0800 4.0566 3.7090
C -3.2782 0.8053 -6.1468
C 2.8005 -3.0895 2.4416
C -12.0795 -0.1810 -2.9356
C 0.4274 -5.9836 -0.6075
C 12.3608 7.3582 5.0438
C -3.9065 -2.2901 -6.5173
C 9.1220 2.0349 -4.0819
C -10.0425 -5.6351 1.8906
C 3.7944 -4.3626 -0.8719
C -1.9597 1.9643 0.0921
C -0.6277 -5.7658 1.5019
C -5.7615 2.7040 -7.9694
C 14.1095 1.4303 -4.1850
C 8.1035 2.0272 -5.2525
C -11.3225 -5.9935 1.1228
C 11.0026 0.8959 -3.1553
C 4.0125 -4.1048 0.6290
C -3.0103 -1.4147 8.5844
C 3.7467 8.3393 -0.0235
C -2.3450 -2.4791 7.6139
C 1.7614 -5.8265 -1.3141
C -5.6887 -2.7509 -5.0017
C -3.5781 -1.3175 -7.5935
C -9.1161 -4.1530 3.5170
C -13.2719 0.3943 -3.7700
C 10.2674 5.0469 2.9127
C 6.0587 2.1646 -4.0827
C -15.1789 -9.8584 3.0398
C -3.2345 2.2247 0.8343
C 12.1729 7.3792 6.5961
C 10.5841 5.8559 4.2073
C 12.1992 0.0454 -3.5591
C 3.3893 8.4989 1.4260
C -3.2935 -0.1712 7.7648
C -1.5248 0.5290 -0.0072
C -4.6366 1.3402 -6.3725
C -13.2722 -7.4038 0.9751
C -13.7937 -8.7978 1.4063
C 4.5762 8.9146 2.2424
C 13.5855 6.8644 8.4490
H -10.5405 0.7255 -4.2515
H 10.3068 5.3222 5.1164
H -11.5672 -7.9039 1.8368
H -14.2885 -9.2570 0.5504
H 6.4985 1.8418 -3.1391
H -3.3232 0.3889 -5.1405
H 11.1962 6.9418 6.8030
H 9.4809 3.0307 -3.8218
H -14.4255 -10.1181 3.7835
H 2.9913 10.4162 0.9463
H -3.6561 -0.4997 6.7908
H -6.6225 -2.3195 -4.6410
H -4.1662 1.9775 0.3254
H -13.5076 1.4301 -3.5260
H 8.7682 1.6294 -3.1340
H 5.5234 1.3303 -4.5360
H -8.4470 -4.9018 3.9409
H -4.0099 -3.2413 -7.0395
H 8.3592 3.0234 3.5025
H -16.1415 -9.7193 3.5320
H 2.4787 -6.5135 -0.8651
H -6.5080 2.9432 -7.2120
H 10.5027 0.2760 -2.4110
H -11.9084 -5.0928 0.9395
H 13.4198 7.5916 4.9337
H 5.1293 9.7329 1.7813
H 0.0058 -6.9563 -0.8613
H -8.5913 -3.4910 2.8282
H -13.0139 -9.5206 1.6461
H 4.2934 9.1402 3.2706
H 4.2751 7.4494 -0.3658
H 10.7885 1.5747 -5.0386
H -2.7229 0.5646 -8.0250
H -9.4064 -6.4704 2.1834
H -15.1571 -10.6937 2.3399
H -11.6838 -1.2671 -4.3458
H -4.4203 -2.7933 8.6199
H -2.4639 1.5281 -6.1996
H -2.4403 0.0244 -0.3157
H 8.5832 2.1671 -6.2212
H -0.9871 -6.7857 1.6391
H -5.0465 -2.7817 -4.1215
H 11.2968 1.8805 -2.7918
H -1.2336 -0.0098 0.8945
H 12.8369 -0.2510 -2.7262
H 4.0910 -3.4980 -1.4657
H -11.0262 -6.2540 0.1068
H -0.2478 2.3009 0.9333
H 10.7111 5.3439 1.9624
H 11.9754 8.2925 4.6355
H 5.3157 2.9221 -3.8332
H 12.6770 6.6634 9.0169
H 3.6416 -3.3823 3.0700
H 10.7978 4.0981 2.9930
H 14.2420 1.8770 -5.1704
H 7.0049 4.1376 3.5486
H 1.8618 -6.2301 -2.3216
H 14.9453 0.7317 -4.1467
H -2.9046 -1.8776 -8.2423
H -9.4832 -3.5148 4.3208
H 2.8946 7.5822 1.7471
H 5.3510 8.1508 2.1771
H 7.7105 1.0335 -5.4676
H 9.9936 6.7707 4.1569
H -2.2616 2.4616 -0.8297
H -5.9575 -3.7564 -5.3253
H 2.4058 -2.1393 2.8014
H 8.1463 4.3191 4.7648
H -12.2371 -0.1920 -1.8571
H -1.4338 -5.1735 1.0689
H -5.3986 0.5645 -6.4481
H -0.7392 0.3460 -0.7403
H 4.4745 -5.1784 -1.1169
H -1.5820 -2.0279 6.9796
H -2.6195 0.6782 7.8763
H -0.3640 -5.3618 -1.0260
H 11.7542 -0.8495 -3.9941
H -2.3554 -1.1437 9.4124
H -1.8813 -3.3192 8.1309
H -3.3312 3.3103 0.8199
H 12.3974 5.3053 4.6242
H -14.0002 -6.6034 1.1071
H -13.0899 -7.5050 -0.0948
H -3.0893 -2.9081 6.9429
H 3.7725 -5.0505 1.1149
H 2.7987 8.4067 -0.5572
H -13.2188 0.2925 -4.8540
H -9.4538 -5.0614 1.1747
H 13.8026 7.8914 8.7427
H -3.3075 2.0293 1.9041
H 14.0889 2.3612 -3.6184
H 4.9884 -3.7232 0.9294
H -0.4278 -5.4966 2.5390
H -4.2086 0.2961 8.1286
H -4.8876 2.0185 -5.5570
H -10.9152 1.6779 -2.9045
H -3.1222 -2.1320 -5.7770
H -5.6833 3.5103 -8.6986
H 2.0474 -3.8691 2.5557
H 12.1808 8.3772 7.0342
H -6.0678 1.7612 -8.4225
H 4.3182 9.1620 -0.4532
H 14.4383 6.2542 8.7463
H 1.8612 -3.9155 -0.6088
H -9.9367 0.2144 -2.6727
H -4.5406 -1.1932 -8.0896
H -14.1915 -0.1690 -3.6114

## Properties
* HOMO: -8.57 eV
* LUMO level: 0.2014 eV
* spin multiplicity: 1
* Kohn-Sham gap: 8.77 eV

***

In eV, relative to the most stable structure: i 0.000; ii 3.179.

***

## i
Molecular formula: C2H5NO2S2
Method: DFT, ωB97M-V with the def2-TZVPD basis set

Cartesian coordinates (Å):
S 0.3991 2.1205 0.0776
S 0.2666 0.7457 -1.1878
O -0.9305 -0.3964 -0.5322
O -3.0227 0.2084 -1.1974
N -2.2027 0.1931 -0.2750
C -2.4023 0.4942 1.0301
C 1.6224 -0.5735 -0.7580
H 2.6336 -0.4203 -1.3800
H -3.4220 0.6594 1.1684
H 1.6395 -0.4619 0.2967
H 1.2568 -1.5017 -1.0176
H -1.6269 0.3151 1.7295

## Properties
* HOMO: -9.05 eV
* LUMO level: 0.0459 eV
* spin multiplicity: 1
* Kohn-Sham gap: 9.10 eV

***

## ii
Molecular formula: C2H5NO2S2
Method: DFT, ωB97M-V with the def2-TZVPD basis set

Cartesian coordinates (Å):
S -1.4107 -1.3818 -1.3977
S -1.2804 0.9000 -1.0657
O -0.5445 -1.1835 -2.5797
O -2.8160 -1.6212 -1.5741
N -0.6968 -1.8956 -0.1716
C 0.6751 -0.9433 0.0329
C 0.0634 0.3846 0.0845
H 0.7076 1.2208 0.1922
H 1.3779 -1.2040 -0.7790
H -0.6203 0.3842 1.0142
H 1.1298 -1.2936 0.9915
H -0.3683 0.8790 -2.1976

## Properties
* HOMO: -9.87 eV
* LUMO level: 0.0608 eV
* spin multiplicity: 1
* Kohn-Sham gap: 9.93 eV

***

In eV, relative to the most stable structure: i 1.832; ii 0.000.

***

## i
Molecular formula: C9H9IS
Method: DFT, ωB97M-V with the def2-TZVPD basis set

Cartesian coordinates (Å):
I -3.5851 0.4135 0.0702
S -2.6410 -2.7165 -0.5156
C -0.5314 0.8869 0.2960
C 1.8702 1.8006 -0.8377
C -1.6926 0.4041 0.9184
C 1.8501 1.3245 0.4646
C -1.2870 -2.2984 0.1496
C 0.6927 1.8156 -1.5766
C 0.6773 0.8738 1.0269
C 0.0611 -2.7974 0.3371
C -0.4849 1.3625 -1.0283
H -1.6937 0.1683 1.9675
H -1.3934 1.3853 -1.6134
H 0.5145 -2.9738 -0.6421
H 0.6708 0.5162 2.0472
H 0.7016 2.1888 -2.5896
H 0.0456 -3.7483 0.8749
H 2.7853 2.1591 -1.2783
H 0.6828 -2.0824 0.8810
H 2.7571 1.3175 1.0483

## Properties
* HOMO (spin up / spin down): -7.11 / -7.18 eV
* LUMO level (spin up / spin down): -0.5809 / -0.0747 eV
* spin multiplicity: 1
* Kohn-Sham gap (spin up / spin down): 6.53 / 7.11 eV

***

## ii
Molecular formula: C9H9IS
Method: DFT, ωB97M-V with the def2-TZVPD basis set

Cartesian coordinates (Å):
I -2.5116 -0.9323 -0.2189
S 0.2877 1.1506 -1.8520
C 2.3760 -0.8565 0.7225
C -2.7591 2.3441 0.0631
C 0.9036 -0.1898 -1.0013
C -1.9764 1.0846 -0.2112
C 1.8385 0.1580 -0.0352
C 1.2201 -2.5476 -0.6207
C -1.8158 1.7782 1.0885
C 2.0671 -2.1800 0.4469
C 0.6869 -1.5341 -1.4099
H 3.1231 -0.5958 1.5479
H -0.8881 2.4580 1.1976
H -2.4843 3.2255 -0.4129
H 1.9170 1.2150 0.1933
H -3.7502 2.2614 0.2152
H -2.0285 1.4444 2.1108
H 2.7126 -2.8637 1.1144
H 0.0549 -1.7382 -2.3193
H 1.0266 -3.6818 -0.6190

## Properties
* HOMO (spin up / spin down): -8.30 / -8.28 eV
* LUMO level (spin up / spin down): -0.8689 / -1.4770 eV
* spin multiplicity: 1
* Kohn-Sham gap (spin up / spin down): 7.43 / 6.80 eV

***

In eV, relative to the most stable structure: i 0.000; ii 1.259.